Here is C18H12FN3O2S in the gas phase from OMol25. Energies are from the ωB97M-V functional and the def2-TZVPD basis.

CARTESIAN COORDINATES (ANGSTROEM)
O: -2.313 -4.176 -5.872
F: 3.388 2.129 4.369
N: 0.279 -1.533 -1.042
O: -0.545 -6.160 -5.706
S: 0.107 1.909 1.270
C: -1.427 -3.960 -5.037
C: -0.019 -0.354 -0.540
C: 1.279 -0.419 1.614
C: 1.634 0.461 2.720
C: 0.478 0.241 0.699
C: 1.051 1.737 2.682
C: 1.261 4.844 5.591
C: 0.092 4.605 4.861
C: 2.353 3.968 5.427
C: -2.231 -1.625 -4.354
C: -0.545 -2.764 -3.097
C: 0.081 3.644 3.864
C: -2.159 -0.581 -3.450
C: 2.294 2.908 4.538
C: -0.488 -1.700 -2.185
C: -1.413 -2.761 -4.169
C: 1.147 2.760 3.732
C: -1.310 -0.619 -2.353
N: -0.508 -5.001 -4.880
N: -1.017 0.254 -1.317
H: -1.421 -6.202 -6.134
H: 1.602 -1.445 1.553
H: 2.226 0.136 3.565
H: 1.332 5.670 6.315
H: -0.808 5.179 4.999
H: 3.259 4.073 6.023
H: -2.960 -1.705 -5.156
H: 0.169 -3.584 -2.900
H: -0.858 3.595 3.263
H: -2.779 0.248 -3.620
H: 0.144 -4.966 -4.099
H: -1.376 1.194 -1.175

HOMO-LUMO gap: 7.741 eV
SMILES: O=C(NO)c1ccc2[nH]c(-c3ccc(-c4ccccc4F)s3)nc2c1
Energy relative to the best compared isomer or geometry (same formula, charge and spin): 34.7 kcal per mole
E_HOMO: -0.3010 Ha